(a)
10
Properties=species:S:1:pos:R:3:nbo_charge:R:1 method="wB97M-V/def2-TZVPD" homo_energy_ev=-2.5 multiplicity=1 lumo_energy_ev=4.7096 total_charge=-1 smiles=CNC[O-] gap_ha=0.2667
C -0.07210 1.64269 -0.18212 -0.418
N -0.59750 0.34670 -0.61973 -0.752
C 0.33675 -0.95974 -0.19581 0.175
O 0.34621 -1.27817 1.05429 -0.895
H 0.73319 1.96284 -0.79486 0.167
H -0.91457 2.43350 -0.12352 0.155
H 0.31073 1.55503 0.83432 0.166
H -1.45278 0.08777 -0.08469 0.324
H -0.12794 -1.78012 -0.89096 0.048
H 1.27630 -0.55820 -0.76894 0.030


(b)
10
Properties=species:S:1:pos:R:3:nbo_charge:R:1 method="wB97M-V/def2-TZVPD" homo_energy_ev=-2.4 multiplicity=1 lumo_energy_ev=4.5670 total_charge=-1 smiles=CNC[O-] gap_ha=0.2557
C -0.72634 -0.50393 0.85403 -0.424
N 0.48665 0.24623 0.58751 -0.712
C 0.51934 0.66076 -0.96861 0.163
O 1.69871 0.59551 -1.48611 -0.912
H -1.57749 0.16709 0.84575 0.170
H -0.88326 -1.33155 0.13520 0.140
H -0.63210 -1.04937 1.80813 0.164
H 1.27287 -0.39698 0.51320 0.336
H -0.21086 -0.06126 -1.40679 0.029
H 0.05248 1.67348 -0.88231 0.047


Stability order, top to bottom: (b), (a)


(a)
20
Properties=species:S:1:pos:R:3:nbo_charge:R:1 method="wB97M-V/def2-TZVPD" homo_energy_ev=-13.1 multiplicity=1 lumo_energy_ev=-4.5928 total_charge=+1 gap_ha=0.3133
C 0.73063 -0.20225 -1.25161 0.105
C 2.64112 0.08178 0.00378 0.429
C 0.62648 1.01413 1.18826 -0.269
C -0.29966 0.39212 0.18470 -0.272
C -1.83594 -2.06738 -0.55208 -0.789
C -1.52976 1.24318 -0.14062 0.966
N 1.97676 -0.27789 -1.09583 -0.573
N 1.99254 0.37248 1.13953 -0.573
F -2.19302 0.79948 -1.16077 -0.297
F -2.40930 1.23183 0.90051 -0.319
F -1.15979 2.49093 -0.36516 -0.292
S -0.25132 -1.45573 0.01918 0.616
Cl 4.28158 -0.03044 -0.00709 0.192
H 0.23974 -0.15236 -2.28880 0.272
H 0.93387 2.08662 0.92829 0.266
H 0.21440 0.85488 2.23795 0.257
H -2.41979 -1.46031 -1.37289 0.290
H -2.40299 -2.35653 0.43733 0.279
H -1.72314 -3.02963 -0.85937 0.259
H 2.58759 0.46509 2.05468 0.453


(b)
20
Properties=species:S:1:pos:R:3:nbo_charge:R:1 method="wB97M-V/def2-TZVPD" homo_energy_ev="-13.1 / -13.1" multiplicity=1 lumo_energy_ev="-6.1725 / -6.1730" total_charge=+1 gap_ha="0.2558 / 0.2558"
C -0.78284 0.57451 -0.08637 -0.143
C -0.97997 1.35409 -2.16189 0.420
C -0.62596 2.22021 -0.05982 -0.190
C 0.09544 -0.57123 0.43871 -0.092
C 1.40988 -2.93888 0.10823 -0.805
C 0.46193 -0.61045 1.90317 0.925
N -0.96180 0.26281 -1.47185 -0.577
N -0.82686 2.48893 -1.45545 -0.603
F 0.21390 -1.79836 2.46112 -0.292
F 1.76487 -0.35707 2.06545 -0.289
F -0.21559 0.31127 2.58036 -0.286
S 0.38795 -1.70161 -0.72166 0.831
Cl -1.14587 1.38960 -3.83247 0.134
H -1.72536 0.38185 0.45950 0.269
H -1.38461 2.65926 0.58423 0.231
H 0.37330 2.51377 0.27192 0.220
H 0.79475 -3.61836 0.69527 0.273
H 2.16275 -2.48142 0.74289 0.263
H 1.89119 -3.49920 -0.68991 0.269
H -0.90710 3.42029 -1.83145 0.441


Stability order, top to bottom: (b), (a)


(a)
26
Properties=species:S:1:pos:R:3:nbo_charge:R:1 method="wB97M-V/def2-TZVPD" homo_energy_ev=-9.5 multiplicity=1 lumo_energy_ev=0.5547 smiles=CN(C)CCO.O.O.O gap_ha=0.3678
C -2.22920 -0.58251 2.21414 -0.421
N -0.96868 -0.44917 1.42532 -0.468
C -0.09169 0.33905 2.31059 -0.434
C -1.26793 0.17374 0.13376 -0.274
C -0.77201 -0.62788 -1.03037 -0.071
O 0.57430 -0.35011 -1.40390 -0.754
H -1.93514 -1.02735 3.16374 0.202
H -2.77750 0.35382 2.29685 0.179
H -2.85142 -1.36849 1.78904 0.199
H 0.94370 0.35008 1.94818 0.211
H 0.08995 -0.24963 3.20747 0.208
H -0.52221 1.33380 2.46241 0.179
H -0.84503 1.18442 0.13533 0.206
H -2.34833 0.13290 -0.05382 0.199
H -1.38464 -0.44696 -1.92946 0.175
H -0.91036 -1.71172 -0.93470 0.180
H 1.17682 -0.72984 -0.74387 0.486
H 2.54351 0.75112 -1.72774 0.470
H 2.74759 0.02524 -2.99525 0.465
O 3.10284 0.77299 -2.52386 -0.934
H 1.42801 -3.41774 1.17287 0.467
H 0.60554 -2.22783 1.33466 0.482
O 1.50565 -2.48394 1.06467 -0.954
H -1.16034 3.37009 -1.30723 0.467
H -0.44007 2.18153 -2.06478 0.479
O -0.39108 3.12666 -1.82914 -0.943


(b)
26
Properties=species:S:1:pos:R:3:nbo_charge:R:1 method="wB97M-V/def2-TZVPD" homo_energy_ev=-10.3 multiplicity=1 lumo_energy_ev=0.6594 smiles="C=NCCC.O.O.O.O" gap_ha=0.4011
C -1.48605 2.02226 -1.54766 -0.604
C -1.55922 1.17215 -0.28520 -0.403
C -0.17824 0.94682 0.32201 -0.269
C 0.84995 -0.36711 1.96677 -0.010
N -0.18034 -0.16483 1.27377 -0.474
H -2.47626 2.17033 -1.97152 0.213
H -1.06174 3.00341 -1.33165 0.207
H -0.88135 1.55415 -2.32504 0.200
H -2.04143 0.21780 -0.48679 0.198
H -2.19929 1.67088 0.44185 0.203
H 0.14624 1.87019 0.81303 0.198
H 0.56468 0.76623 -0.45491 0.215
H 1.75899 0.24367 1.92091 0.169
H 0.84855 -1.20514 2.66105 0.175
H -0.62082 -2.06981 -0.13954 0.497
H -0.58037 -1.60236 -1.58794 0.483
O -0.19294 -2.25201 -0.98883 -0.950
H 4.06178 0.91764 -0.50261 0.466
H 2.89912 -0.10805 -0.64631 0.498
O 3.11104 0.84704 -0.67006 -0.988
H -1.90935 -1.05211 1.63349 0.489
H -3.07374 -0.90571 2.63753 0.465
O -2.77703 -1.41388 1.87860 -0.975
H 1.54471 -2.04150 -0.69713 0.508
H 2.92903 -2.35559 -1.31401 0.478
O 2.50409 -1.86450 -0.59981 -0.988


Stability order, top to bottom: (b), (a)


(a)
21
Properties=species:S:1:pos:R:3:nbo_charge:R:1 method="wB97M-V/def2-TZVPD" homo_energy_ev=-8.6 multiplicity=1 lumo_energy_ev=0.6427 smiles="Cc1c[nH]cn1.CC(N)=O" gap_ha=0.3388
C 1.68921 -0.13517 2.02808 -0.715
C 0.58908 0.81502 2.52437 0.675
O 0.98350 1.94725 2.70800 -0.611
N -0.72031 0.43905 2.33102 -0.822
H 1.89978 0.30698 1.05371 0.229
H 1.48348 -1.17204 1.76388 0.211
H -1.32758 1.16224 2.70018 0.395
H -0.99021 -0.52397 2.45175 0.400
H 2.48852 -0.11518 2.77040 0.239
C 0.29053 -1.84770 -2.25053 -0.639
C -2.00834 0.83497 -1.75401 0.154
C -0.37338 -0.57179 -1.88904 0.090
C 0.05762 0.47990 -1.10885 -0.118
N -1.63158 -0.30050 -2.33494 -0.463
N -0.99874 1.34332 -1.01471 -0.512
H -3.00226 1.22541 -1.87050 0.202
H -0.89135 2.26059 -0.62007 0.421
H 0.93178 0.53575 -0.49870 0.203
H 1.27684 -2.01880 -1.77805 0.211
H 0.60347 -2.00665 -3.28276 0.227
H -0.35009 -2.65870 -1.92923 0.223


(b)
21
Properties=species:S:1:pos:R:3:nbo_charge:R:1 method="wB97M-V/def2-TZVPD" homo_energy_ev=-9.5 multiplicity=1 lumo_energy_ev=-0.2702 gap_ha=0.3399
C 1.36079 1.98111 0.88002 -0.034
C 2.27239 1.66200 -0.35110 0.579
C 0.37985 -1.44373 0.43671 -0.615
C -1.77581 -0.38365 0.99339 -0.596
C -1.24089 -0.96332 -1.27600 -0.598
C -0.67216 -0.50795 -0.04415 0.006
N 0.21277 1.41357 0.89507 -0.189
N 1.54245 0.83697 -1.14518 -0.585
N -0.19930 0.81822 -0.19955 -0.025
O 3.33816 2.19324 -0.51961 -0.563
H 1.82598 2.59293 1.65876 0.224
H 1.26962 -1.17308 -0.01939 0.243
H 0.62504 -1.29842 1.61064 0.210
H -0.04803 -2.44765 0.31461 0.221
H -2.56686 0.32413 0.72324 0.221
H -1.31707 0.17026 1.77398 0.232
H -2.08044 -1.41154 1.24010 0.220
H -2.13217 -0.42532 -1.71339 0.230
H -0.42437 -0.91396 -2.09374 0.213
H -1.52735 -2.05786 -1.17822 0.220
H 1.15740 1.03407 -1.98618 0.388


Stability order, top to bottom: (a), (b)